Below is a molecular structure, C11H16Br3NO4S at a distorted geometry, with properties calculated with ωB97M-V/def2-TZVPD.

Structure (XYZ):
```
36
Properties=species:S:1:pos:R:3:forces:R:3:lowdin_charge:R:1
C -1.372 -3.029 -1.037 0.4025 -0.1293 0.1860 0.037
C -1.368 -1.861 -1.636 -0.1351 0.5909 -0.4880 -0.103
C -0.747 -0.600 -1.056 0.7863 -1.7551 -0.4230 -0.464
C 0.747 -0.858 -0.903 0.2180 0.8638 0.3862 -0.117
C 1.550 0.328 -0.362 0.6035 -0.2075 0.3919 -0.221
C 2.120 0.071 1.043 -0.6027 0.5890 -0.8536 -0.101
C -1.368 -0.373 0.310 -0.3112 -0.2102 0.3145 -0.107
C -2.857 -0.162 0.216 -0.1583 0.8983 -0.0701 -0.319
N -3.484 -0.290 1.574 0.0670 0.1078 -0.7709 0.162
C -4.532 -0.904 1.502 -1.8340 -0.9817 0.1702 -0.301
O -5.546 -1.500 1.431 1.4455 0.8553 0.3154 0.178
C -3.114 1.235 -0.383 0.4117 -0.9210 0.8884 -0.127
S -1.773 1.744 -1.468 -0.6997 1.9399 -0.7469 0.621
O -0.922 2.608 -0.720 0.8772 -0.6924 0.9420 -0.258
O -2.351 2.373 -2.598 -0.6034 -0.3571 -1.0964 -0.258
O -1.033 0.449 -2.020 -0.3865 0.3556 0.9176 -0.144
H -2.109 -3.754 -1.311 0.2977 -0.8023 -0.4578 0.066
H -0.615 -3.238 -0.300 -0.4688 -0.1959 0.8492 0.070
H -1.815 -1.808 -2.614 -0.7728 0.5692 -0.0314 0.123
H 0.829 -1.654 -0.172 -0.0495 -0.3384 0.1340 0.109
H 1.179 -1.261 -1.807 -0.0583 0.0532 -0.5012 0.127
H 0.975 1.244 -0.297 -0.2752 0.0974 -0.2931 0.085
H 2.392 0.533 -1.015 0.0562 0.1331 -0.2775 0.101
H 2.861 -0.715 1.026 0.0994 -0.3040 0.2419 0.067
H 1.285 -0.139 1.701 0.0745 -0.3242 0.4158 0.067
H 2.569 1.000 1.360 0.3644 0.1188 0.3888 0.034
H -0.890 0.426 0.868 0.0131 0.3181 -0.0066 0.132
H -1.213 -1.278 0.876 0.2124 -0.3217 0.1155 0.130
H -3.325 -0.885 -0.444 0.2544 -0.3051 -0.1360 0.138
H -4.079 1.342 -0.852 -0.0743 -0.0910 -0.5784 0.112
H -3.092 1.927 0.446 0.2655 0.4463 0.0903 0.113
C 6.316 1.879 1.697 -0.0450 -0.0192 0.0244 -1.641
Br 4.878 3.045 2.229 0.0485 -0.0535 -0.0196 0.578
Br 6.899 0.757 3.149 -0.0439 0.0344 -0.0543 0.568
Br 5.853 0.842 0.141 0.0014 0.0276 0.0426 0.573
H 7.150 2.507 1.424 0.0196 0.0109 -0.0099 -0.033
```
Positions in Å, forces in eV/Å.

multiplicity	1
frontier orbital gap	9.97	eV
LUMO energy	-0.096	eV